a:
A cluster of 2 separate species, CHNO3 in total. Source: the OMol25 dataset; level of theory: ωB97M-V with the def2-TZVPD basis set.

2S+1: 1
gap between HOMO and LUMO (spin up / spin down): 9.40 / 9.41 eV
charge: 0

Last column: Mulliken charge in e.
Element x y z (Å)
C1 -1.45335 0.43294 0.24268  0.724
N1 1.48248 -0.00145 0.66871  -0.149
O1 -1.27983 -0.22724 1.16358  -0.360
O2 -1.71793 1.01773 -0.70307  -0.362
O3 1.14372 -0.35121 -0.48045  -0.202
H1 1.82491 -0.87076 -0.89145  0.350



b:
A cluster of 2 separate species, CHNO3 in total. Source: the OMol25 dataset; level of theory: ωB97M-V with the def2-TZVPD basis set.

2S+1: 1
gap between HOMO and LUMO (spin up / spin down): 9.14 / 9.18 eV
charge: 0

Last column: Mulliken charge in e.
Element x y z (Å)
C1 0.60012 1.31813 -1.82367  0.709
N1 0.04808 -0.80663 1.17718  -0.083
O1 0.78506 2.46294 -1.83841  -0.374
O2 0.32576 0.19992 -1.81750  -0.346
O3 -0.83093 -1.14347 1.94356  -0.259
H1 -0.92809 -2.03090 2.35884  0.353



It turns out a is the most stable, with the second structure 0.154 eV higher.



a:
A cluster of 2 separate species, C2H3BrOS in total. Source: the OMol25 dataset; level of theory: ωB97M-V with the def2-TZVPD basis set.

2S+1: 1
gap between HOMO and LUMO (spin up / spin down): 6.65 / 6.66 eV
charge: 0

Last column: Mulliken charge in e.
Element x y z (Å)
C1 0.68208 0.08148 0.74809  0.113
C2 0.75593 -0.16396 -0.65121  -0.783
O1 0.82882 1.11278 1.29489  -0.381
S1 -1.74918 0.72685 -0.95107  -0.071
Br1 -2.66672 -0.50503 0.48259  0.016
H1 0.27851 -0.72734 1.47646  0.358
H2 1.53278 0.41865 -1.26962  0.257
H3 0.33778 -0.94343 -1.13014  0.490



b:
A structure of composition C2H3BrOS. Source: the OMol25 dataset; level of theory: ωB97M-V with the def2-TZVPD basis set.

2S+1: 1
gap between HOMO and LUMO: 8.72 eV
charge: 0

Last column: Mulliken charge in e.
Element x y z (Å)
C1 -0.91088 -0.27053 -1.39774  0.206
C2 -0.08481 -0.00872 -0.17149  -0.842
O1 -2.00893 0.75694 -3.57137  -0.529
S1 -1.22000 1.06171 -2.34794  0.325
Br1 -1.32926 -1.92223 -2.01102  -0.018
H1 -0.58127 -0.16055 0.74497  0.328
H2 0.82618 -0.72489 -0.01874  0.267
H3 -0.10435 1.12955 -0.20671  0.263



c:
A structure of composition C2H3BrOS. Source: the OMol25 dataset; level of theory: ωB97M-V with the def2-TZVPD basis set.

2S+1: 1
gap between HOMO and LUMO: 8.52 eV
charge: 0

Last column: Mulliken charge in e.
Element x y z (Å)
C1 1.59057 -0.46008 0.38249  0.350
C2 -1.38236 0.24879 -0.25651  -0.676
O1 1.21462 -1.53283 0.64520  -0.315
S1 0.09636 1.25612 0.07910  -0.119
Br1 3.30880 0.12811 0.08648  -0.021
H1 -1.91120 0.16997 0.74223  0.246
H2 -0.96181 -0.66396 -0.71162  0.252
H3 -1.95498 0.85389 -0.96738  0.284



It turns out c is the most stable, with the second structure 0.397 eV higher.



a:
The ion C8H8N2O3P with charge -1. Source: the OMol25 dataset; level of theory: ωB97M-V with the def2-TZVPD basis set.

2S+1: 1
gap between HOMO and LUMO (spin up / spin down): 6.92 / 6.92 eV
charge: -1

Last column: Mulliken charge in e.
Element x y z (Å)
C1 2.43214 -1.68840 -1.22733  -0.669
C2 1.13223 -2.13410 -1.36455  -0.133
C3 2.72612 -0.41031 -0.88479  -0.697
C4 0.09158 -1.43463 -0.84002  0.058
C5 2.08041 1.69503 0.09894  -0.064
C6 1.65754 0.42699 -0.32697  -0.176
C7 0.37377 -0.15205 -0.29258  0.440
C8 -0.97589 1.87189 -0.24321  -0.904
N1 -0.66918 0.58976 0.18515  0.718
N2 -1.92420 2.48487 0.32596  -0.112
O1 -1.39266 0.86988 2.62477  -0.738
O2 -3.05692 -0.19105 1.12146  -0.514
O3 -0.96865 -1.53659 1.67087  -0.688
P1 -1.48164 -0.17340 1.57294  0.639
H1 3.14990 -2.24834 -1.81022  0.298
H2 0.87148 -3.24034 -1.76164  0.194
H3 3.76285 0.11058 -1.15436  0.302
H4 -1.02222 -1.89059 -0.79670  0.099
H5 1.29528 2.31212 0.73594  0.183
H6 -2.31441 2.22281 1.35044  0.222
H7 -3.53426 -0.97003 0.93546  0.296
H8 -2.23327 3.48590 0.08044  0.245



b:
The ion C8H8N2O3P with charge -1. Source: the OMol25 dataset; level of theory: ωB97M-V with the def2-TZVPD basis set.

2S+1: 1
gap between HOMO and LUMO: 7.37 eV
SMILES: Nc1cc2ccccc2n1[P@](=O)([O-])O
charge: -1

Last column: Mulliken charge in e.
Element x y z (Å)
N1 -1.30978 -0.06280 -3.02146  -0.640
C1 -0.78021 -0.20689 -1.77698  0.441
C2 -0.82560 -1.44026 -0.92642  -1.160
C3 -0.14097 -1.14226 0.23519  0.760
C4 0.05529 -1.79476 1.47817  -0.605
C5 0.59597 -1.09144 2.53040  -0.730
C6 1.17147 0.22884 2.29447  -0.744
C7 0.86000 0.94061 1.16449  -0.371
C8 0.20257 0.25739 0.10388  0.744
N2 -0.17456 0.76429 -1.09575  0.075
P1 -0.04587 2.42294 -2.00940  0.646
O1 -1.45185 2.91718 -2.25741  -0.702
O2 0.79431 2.22107 -3.20119  -0.673
O3 0.81449 3.18548 -0.84443  -0.503
H1 -1.51850 0.84741 -3.34650  0.365
H2 -0.60776 -0.53548 -3.61526  0.279
H3 -1.08542 -2.49374 -1.28104  0.240
H4 -0.36450 -2.79355 1.44293  0.349
H5 0.66513 -1.60283 3.39871  0.457
H6 1.73419 0.84427 3.02399  0.302
H7 1.26347 1.92361 1.26224  0.181
H8 0.39549 3.14564 -0.03970  0.288



It turns out b is the most stable, with the second structure 5.145 eV higher.